Computed, not measured: 15 unconnected molecules or ions with the total composition H30O15 at a distorted geometry, with wB97M-V/def2-TZVPD.

```
45
Properties=species:S:1:pos:R:3:forces:R:3:lowdin_charge:R:1
O 0.9128 2.8414 2.6948 0.408 -0.241 0.318 -0.06
H 1.0853 3.7780 2.7916 -0.380 0.200 -0.186 0.05
H 0.0636 2.6893 2.2565 -0.089 0.573 -0.242 -0.01
O -3.3100 0.9708 0.5863 -0.245 0.039 1.108 -0.06
H -2.6952 0.6580 -0.0823 -0.695 0.033 -0.676 0.02
H -4.2406 0.9850 0.3653 0.211 -0.427 -0.977 0.04
O 1.4446 3.0718 -1.0583 0.625 -1.266 -1.066 -0.03
H 1.4310 3.9809 -0.8266 -0.349 0.954 0.827 0.02
H 0.8934 2.5262 -0.4947 -0.228 0.375 0.212 0.03
O 2.7357 0.8576 2.7205 0.616 -1.196 0.199 -0.06
H 2.5372 1.6673 3.1806 -0.264 0.551 -0.308 0.01
H 2.8521 1.0342 1.7847 -0.345 0.589 0.038 0.03
O -1.3312 -1.7980 -2.0433 0.647 -0.580 0.387 -0.06
H -1.2966 -1.4289 -1.1495 -0.204 0.116 -0.045 0.05
H -1.0013 -2.6954 -1.8829 -0.141 -0.192 0.006 0.04
O -2.0101 0.5998 -2.6571 -1.047 2.346 1.259 -0.06
H -1.1060 0.3010 -2.5563 -0.303 -0.349 -1.099 -0.03
H -2.6408 0.1844 -3.2328 0.665 -0.921 -0.283 0.04
O 3.4559 -1.6659 1.6640 -0.214 -0.761 -0.551 -0.05
H 3.7849 -2.0779 2.4646 0.145 0.306 0.168 0.04
H 3.7128 -0.7445 1.6772 0.086 0.004 0.459 0.00
O -1.6778 2.3191 1.7933 0.983 0.582 0.852 -0.06
H -2.3768 2.9033 1.4869 -0.117 -0.227 -0.309 0.06
H -1.7071 2.4000 2.7533 -0.238 -0.098 0.090 0.06
O 0.9263 -3.7832 2.7017 -0.288 -0.910 0.234 -0.05
H 1.6030 -3.8011 2.0218 0.039 0.559 -0.056 0.03
H 0.6783 -2.8846 2.8988 0.363 0.416 -0.158 0.01
O -0.6889 3.5988 -3.3183 -1.063 1.374 -0.131 -0.06
H -0.8049 2.7602 -3.7577 0.653 -0.463 0.377 0.01
H 0.1484 3.7600 -2.8866 0.340 -1.018 -0.132 0.00
O -3.4115 -2.5280 2.4056 -0.522 -0.124 -0.025 -0.05
H -3.8605 -1.6804 2.3358 -0.013 0.066 -0.068 0.03
H -2.4892 -2.3016 2.4608 0.545 0.065 0.012 0.01
O 3.2218 -0.6863 -3.5891 -0.086 0.065 -0.114 -0.07
H 2.4248 -0.3715 -3.1337 0.279 -0.175 0.316 -0.02
H 3.7519 0.1048 -3.7027 0.189 0.057 -0.012 0.03
O 0.3398 -0.2613 0.9101 -0.334 -0.592 -0.292 -0.03
H 0.1431 -1.0261 1.4610 0.218 -0.258 -0.281 0.03
H 0.2612 0.4363 1.5498 0.074 0.827 0.360 0.00
O 0.6237 0.0092 -2.9568 0.229 0.475 1.090 -0.06
H 0.1501 -0.7926 -2.6475 0.450 -0.275 -0.926 0.04
H 0.9100 0.0167 -3.8705 -0.617 -0.613 -0.326 0.06
O -1.0476 -4.2876 -0.4380 -0.415 1.028 -0.282 -0.03
H -1.9383 -4.6157 -0.2940 -0.018 -0.131 0.089 0.05
H -0.4572 -5.0231 -0.3861 0.448 -0.782 0.143 0.03
```
Positions in Å, forces in eV/Å.

Computed properties:
Relative energy (zero: lowest compared OMol25 entry of this formula, charge and spin)   70.6 kcal per mole
HOMO energy   -10.53 eV
Total charge   0
DFT total energy   -31198.6020 eV
LUMO energy   -0.05 eV
Maximum force   2.861 eV Å⁻¹
Kohn-Sham gap   0.3851 hartree

=====

Computed, not measured: 15 unconnected molecules or ions with the total composition H30O15, with wB97M-V/def2-TZVPD.

```
45
Properties=species:S:1:pos:R:3:forces:R:3:lowdin_charge:R:1
H 0.4054 0.2149 -0.4129 0.028 -0.240 -0.327 -0.01
H -0.9106 0.2499 -1.1724 -0.036 -0.195 0.067 0.01
H 3.3354 -4.6348 -2.4253 -0.155 -0.073 -0.082 0.04
H 2.5626 -3.3301 -2.5277 0.070 0.025 -0.296 0.03
H 0.1870 -0.6114 3.8536 -0.100 -0.002 0.155 -0.02
H 0.0327 -1.0596 5.2977 0.011 0.085 -0.007 0.05
H -1.1931 1.4924 3.4431 -0.014 0.096 0.026 0.05
H -0.0890 1.1795 2.4465 -0.093 0.035 0.275 0.01
H -1.9929 -0.7294 0.2366 -0.027 -0.141 0.098 0.02
H -2.5141 0.0028 1.4623 0.230 0.208 -0.167 0.00
H -1.1749 -2.1065 2.5347 -0.452 0.083 -0.058 0.03
H -2.6616 -1.7966 2.5950 -0.073 -0.021 0.047 0.07
H -1.5880 4.8851 -1.2716 0.136 -0.057 -0.003 0.04
H -0.6779 3.9425 -0.5015 -0.224 0.379 -0.079 -0.01
H -2.9779 4.1598 1.9636 0.004 -0.060 -0.055 0.03
H -3.4396 3.0391 1.0466 0.026 -0.005 0.101 0.02
H 0.8140 -5.3001 -0.2281 -0.154 -0.012 -0.016 0.05
H 1.4980 -3.9896 -0.5815 -0.077 -0.218 -0.194 0.01
H 3.3746 2.9772 1.3616 0.179 -0.029 -0.008 0.02
H 3.3571 3.9164 0.1667 0.315 0.099 0.029 0.03
H 1.3127 -2.5124 0.6708 -0.051 0.225 0.091 0.04
H 0.3960 -2.3944 1.8773 0.508 -0.082 -0.127 0.03
H 1.7026 2.7380 0.2349 -0.097 0.037 0.074 0.04
H 1.1181 1.4342 0.7532 0.159 0.225 0.199 0.02
H -1.2112 -2.9782 -3.7257 0.054 -0.001 0.117 0.03
H -0.1446 -3.3973 -2.7273 -0.021 -0.144 0.046 0.00
H -0.1950 2.4151 -1.3932 0.235 -0.435 -0.318 0.00
H -1.1239 1.9669 -2.5096 0.087 0.049 -0.066 0.05
H 1.0193 -0.1299 -4.2082 0.029 -0.043 0.114 0.02
H 0.5687 -0.6920 -5.5465 0.116 -0.048 0.027 0.03
O -0.0194 -0.1148 -1.2127 -0.122 -0.026 0.043 -0.04
O 2.6441 -4.1992 -2.9364 0.490 0.363 -0.304 -0.06
O 0.5975 -0.5318 4.7220 -0.016 -0.097 -0.148 -0.05
O -0.8403 1.7663 2.5890 0.174 -0.126 -0.245 -0.04
O -2.6350 -0.0640 0.5085 -0.136 0.161 -0.398 -0.06
O -1.7963 -1.4036 2.7554 0.226 -0.292 0.428 -0.04
O -1.0990 4.8076 -0.4446 -0.060 -0.049 0.232 -0.05
O -3.6314 3.4546 1.8949 -0.002 0.023 -0.046 -0.07
O 1.1455 -4.7940 -0.9785 -0.173 -0.119 0.676 -0.05
O 3.6780 3.8453 1.0727 -0.188 0.071 -0.032 -0.05
O 0.5898 -1.9839 1.0271 -0.074 -0.025 0.256 -0.03
O 1.8551 1.7863 0.2415 -0.268 -0.114 0.036 -0.02
O -1.0875 -3.2102 -2.7984 -0.056 0.062 -0.133 -0.06
O -0.3736 2.5450 -2.3314 -0.239 0.344 0.016 -0.04
O 1.1826 -0.8552 -4.8216 -0.169 0.082 -0.046 -0.06
```
Positions in Å, forces in eV/Å.

Computed properties:
Relative energy (zero: lowest compared OMol25 entry of this formula, charge and spin)   86.8 kcal per mole
HOMO energy   -10.98 eV
Total charge   0
DFT total energy   -31197.9007 eV
LUMO energy   -0.79 eV
Maximum force   0.708 eV Å⁻¹
Kohn-Sham gap   0.3744 hartree

=====

Computed, not measured: 15 unconnected molecules or ions with the total composition H30O15 at a distorted geometry, with wB97M-V/def2-TZVPD.

```
45
Properties=species:S:1:pos:R:3:forces:R:3:lowdin_charge:R:1
O -3.2331 1.0112 -1.9597 0.186 -0.336 0.885 -0.05
H -4.1768 0.9020 -2.1126 0.006 0.107 -0.149 0.05
H -3.1261 0.6971 -1.0369 -0.061 0.296 -0.706 0.05
O 2.3283 -2.1645 -3.8820 1.911 -3.462 -0.421 0.01
H 1.7515 -1.5773 -4.2558 -2.078 2.655 -1.125 -0.04
H 2.5378 -2.0005 -2.9877 0.011 0.887 1.468 0.00
O -0.0301 0.3254 -4.3334 1.404 -0.340 0.837 -0.07
H 0.6517 0.1058 -3.6318 -1.537 0.750 -0.992 0.04
H -0.7672 0.7733 -3.9003 0.240 -0.313 0.192 0.02
O 1.8552 1.5328 0.0923 -2.653 2.915 2.866 -0.09
H 0.9637 2.1062 0.0986 2.925 -2.110 -0.535 0.11
H 1.9518 1.1237 -0.7302 -0.085 -0.299 -2.441 -0.04
O -0.5034 2.2627 -1.4432 3.538 4.814 -1.034 -0.04
H -0.5312 3.1058 -2.0745 1.040 -2.044 2.302 0.15
H -1.2582 1.9684 -1.8132 -4.715 -2.782 -1.265 -0.08
O 1.6458 -0.8454 -1.2149 -0.518 0.921 1.885 -0.07
H 0.7008 -0.7670 -1.3312 -0.911 -0.567 -1.177 0.04
H 1.5625 -0.3876 -0.3219 1.229 -0.932 -0.685 0.06
O 2.2149 2.4559 3.3619 8.552 2.573 0.795 -0.06
H 1.4223 2.2877 3.0242 -4.961 -0.968 -3.055 -0.09
H 2.9508 2.8375 2.6739 -3.659 -1.638 2.276 0.13
O 2.6149 -2.8303 1.0378 0.393 -0.582 3.095 0.00
H 3.2377 -2.1186 1.0562 0.733 0.818 0.260 0.02
H 2.3492 -2.8511 0.1700 -1.153 -0.157 -3.270 -0.03
O -0.9703 -2.4415 -3.2130 5.022 2.769 -6.099 -0.05
H -1.0908 -2.8747 -2.4660 -0.948 -3.300 5.596 -0.08
H 0.0890 -2.5740 -3.4130 -3.993 0.392 0.661 0.12
O 0.2855 -2.0815 3.1279 0.280 -1.579 -0.077 -0.09
H 0.7787 -2.9232 2.8656 -1.022 1.691 0.559 0.07
H -0.4033 -2.3156 3.7835 0.814 -0.352 -0.612 0.04
O -3.8543 1.0266 1.8750 -2.962 1.335 -0.212 0.00
H -3.4634 0.2906 1.4901 1.487 -1.896 -0.608 -0.02
H -3.2863 1.4957 2.4456 1.417 0.333 0.672 -0.02
O 4.6948 0.1545 0.6305 0.837 3.291 3.395 -0.12
H 5.0455 0.6551 1.5061 -0.555 -2.579 -2.432 0.12
H 4.2084 0.9797 0.4198 -0.454 -0.850 -0.932 0.00
O -1.6102 3.3042 2.1476 -1.298 -4.512 2.021 -0.03
H -1.9234 3.0741 3.0844 0.782 -0.235 -1.945 0.08
H -1.5172 4.1814 2.2945 0.707 4.754 0.003 -0.03
O -3.5061 -2.3423 -0.3320 2.721 6.071 -6.244 0.02
H -3.8243 -2.9566 0.1586 -3.227 -6.355 5.346 -0.08
H -3.8963 -2.5182 -1.2192 0.564 0.386 0.884 0.08
O -0.9794 0.3702 3.4769 -0.595 2.532 0.215 0.00
H -0.9416 -0.1694 2.7272 0.369 -0.983 -2.285 -0.01
H -0.9479 -0.2882 4.1242 0.217 -1.119 2.087 0.00
```
Positions in Å, forces in eV/Å.

Computed properties:
Relative energy (zero: lowest compared OMol25 entry of this formula, charge and spin)   134.9 kcal per mole
HOMO energy   -11.10 eV
Total charge   0
DFT total energy   -31195.8177 eV
LUMO energy   -0.12 eV
Maximum force   9.124 eV Å⁻¹
Kohn-Sham gap   0.4037 hartree

=====

- Which of these has the highest HOMO energy?
  number 1